# C2H4N4S

An isolated molecule of C2H4N4S in a non-equilibrium geometry (the ωB97M-V functional and the def2-TZVPD basis, OMol25).

The HOMO-LUMO gap comes out at 8.73 eV. Its net charge is 0. The electronic energy comes out at -18932.025 eV. The relative energy (zero: lowest compared OMol25 entry of this formula, charge and spin) is 243.7 kJ/mol.

```
11
C2H4N4S the ωB97M-V functional and the def2-TZVPD basis
C -1.28 -0.93 -0.04
C 0.12 -0.60 0.01
N -2.24 -0.11 -0.01
N -3.08 0.64 0.02
N 0.50 0.69 0.06
N 1.83 1.10 -0.12
S 1.24 -1.83 0.02
H -1.53 -1.98 -0.10
H -0.17 1.43 -0.11
H 2.26 1.28 0.79
H 2.34 0.31 -0.52
```

Atomic partial charges in e from the natural (NBO) method, atoms 1 to 4:
1 C -0.297
2 C 0.069
3 N 0.082
4 N 0.023



# C63H133N7O7

A cluster of 7 separate species, C63H133N7O7 in total in a non-equilibrium geometry (the ωB97M-V functional and the def2-TZVPD basis, OMol25).

The SMILES is CC1(C)CCCC(C)(C)N1O.CC1(C)CCCC(C)(C)N1O.CC1(C)CCCC(C)(C)N1O.CC1(C)CCCC(C)(C)N1O.CC1(C)CCCC(C)(C)N1O.CC1(C)CCCC(C)(C)N1O.CC1(C)CCCC(C)(C)N1O. The HOMO-LUMO gap comes out at 8.41 eV. Its net charge is 0. The electronic energy comes out at -92242.855 eV. The relative energy (zero: lowest compared OMol25 entry of this formula, charge and spin) is 149.0 kJ/mol.

```
210
C63H133N7O7 the ωB97M-V functional and the def2-TZVPD basis
C 10.85 23.70 28.36
C 11.04 23.02 27.00
C 10.95 21.50 27.14
C 9.93 23.43 26.03
C 9.96 24.87 25.59
C 11.35 25.17 25.00
C 12.59 24.72 25.80
C 13.72 24.51 24.81
C 12.99 25.85 26.76
N 12.31 23.38 26.36
O 13.40 22.96 27.18
H 11.04 24.77 28.29
H 9.80 23.68 28.69
H 11.46 23.34 29.19
H 9.91 21.15 27.12
H 11.27 21.03 26.20
H 11.52 20.99 27.91
H 9.96 22.72 25.20
H 8.96 23.19 26.48
H 9.21 25.07 24.83
H 9.80 25.52 26.46
H 11.43 26.26 24.87
H 11.36 24.90 23.93
H 13.95 25.40 24.22
H 13.40 23.78 24.06
H 14.67 24.22 25.25
H 13.95 25.67 27.26
H 12.24 25.98 27.55
H 12.99 26.80 26.23
H 13.75 22.20 26.70
C 2.24 29.70 31.98
C 1.62 30.14 33.33
C 1.63 28.93 34.27
C 2.47 31.30 33.86
C 1.85 32.12 35.00
C 0.45 32.58 34.58
C -0.39 31.41 34.08
C -1.03 30.58 35.22
C -1.60 32.10 33.37
N 0.27 30.61 33.02
O -0.59 29.61 32.51
H 2.40 30.54 31.29
H 3.22 29.26 32.14
H 1.56 29.01 31.48
H 2.63 28.72 34.66
H 1.11 29.09 35.22
H 1.22 28.03 33.82
H 3.37 30.85 34.29
H 2.79 31.94 33.03
H 1.74 31.51 35.91
H 2.51 32.90 35.38
H 0.58 33.19 33.68
H -0.07 33.09 35.39
H -1.43 29.60 34.98
H -1.80 31.15 35.74
H -0.26 30.40 35.98
H -2.20 32.61 34.13
H -2.26 31.40 32.88
H -1.25 32.79 32.60
H -0.99 30.08 31.78
C 9.47 30.30 29.07
C 9.61 31.72 28.50
C 9.42 32.85 29.56
C 11.09 31.84 28.06
C 11.36 33.09 27.20
C 10.40 33.05 26.03
C 8.90 32.87 26.29
C 8.26 34.21 26.70
C 8.25 32.36 25.01
N 8.76 31.85 27.34
O 7.40 31.70 27.71
H 10.19 30.25 29.88
H 8.47 30.15 29.47
H 9.68 29.54 28.32
H 9.66 33.81 29.11
H 8.37 32.88 29.86
H 10.00 32.71 30.48
H 11.80 31.87 28.89
H 11.49 31.01 27.48
H 11.19 34.02 27.76
H 12.41 33.11 26.90
H 10.70 32.20 25.41
H 10.55 33.95 25.41
H 8.71 34.67 27.58
H 7.19 34.13 26.86
H 8.50 34.95 25.93
H 8.70 31.42 24.71
H 8.33 33.06 24.17
H 7.17 32.23 25.14
H 7.14 30.86 27.32
C 6.63 24.01 32.85
C 5.42 23.13 32.49
C 5.91 22.05 31.54
C 4.86 22.47 33.76
C 4.13 23.45 34.65
C 2.99 24.22 33.94
C 3.48 24.80 32.61
C 2.21 25.08 31.78
C 4.14 26.19 32.82
N 4.35 23.91 31.84
O 4.72 24.45 30.61
H 6.83 24.62 31.96
H 6.46 24.68 33.69
H 7.52 23.40 33.03
H 6.44 22.46 30.68
H 6.58 21.33 32.03
H 5.09 21.37 31.28
H 4.20 21.63 33.53
H 5.73 22.09 34.32
H 3.70 22.95 35.51
H 4.88 24.17 34.99
H 2.73 25.04 34.60
H 2.14 23.55 33.85
H 1.73 24.13 31.53
H 2.37 25.64 30.86
H 1.55 25.66 32.43
H 4.41 26.58 31.84
H 5.05 26.17 33.42
H 3.45 26.85 33.35
H 4.52 23.77 29.96
C 3.26 27.81 27.84
C 4.49 28.72 28.13
C 3.97 30.15 28.43
C 5.19 28.24 29.40
C 6.09 27.05 29.09
C 7.08 27.29 27.97
C 6.43 27.84 26.67
C 7.53 28.46 25.83
C 5.75 26.60 25.98
N 5.48 28.87 27.06
O 4.85 29.49 25.93
H 2.47 28.35 27.31
H 3.45 26.95 27.20
H 2.91 27.39 28.78
H 3.58 30.28 29.45
H 4.63 30.95 28.13
H 3.00 30.24 27.94
H 5.82 29.07 29.74
H 4.47 28.00 30.18
H 6.64 26.68 29.96
H 5.50 26.15 28.85
H 7.56 26.32 27.80
H 7.91 27.92 28.31
H 8.21 27.68 25.48
H 8.10 29.22 26.36
H 7.11 28.95 24.94
H 6.41 26.07 25.29
H 4.99 27.01 25.32
H 5.45 25.87 26.72
H 5.41 30.26 25.79
C 2.89 22.63 22.92
C 4.37 22.75 22.58
C 4.53 23.47 21.18
C 5.04 23.65 23.61
C 6.54 23.62 23.54
C 7.10 22.21 23.65
C 6.45 21.23 22.65
C 7.16 21.37 21.29
C 6.73 19.80 23.20
N 5.00 21.45 22.56
O 4.35 20.54 21.71
H 2.79 21.92 23.74
H 2.50 23.61 23.19
H 2.30 22.27 22.07
H 5.54 23.49 20.76
H 3.95 22.90 20.45
H 4.19 24.50 21.27
H 4.68 24.68 23.49
H 4.68 23.35 24.60
H 6.87 23.99 22.56
H 7.03 24.23 24.31
H 6.90 21.88 24.67
H 8.18 22.23 23.53
H 8.05 20.76 21.14
H 7.42 22.41 21.09
H 6.47 21.05 20.50
H 7.81 19.64 23.14
H 6.24 18.96 22.72
H 6.55 19.84 24.27
H 3.91 19.93 22.32
C 5.95 32.22 21.33
C 6.25 30.73 21.18
C 7.72 30.52 20.88
C 5.80 30.06 22.45
C 5.69 28.55 22.42
C 4.80 28.14 21.24
C 5.11 28.82 19.87
C 6.30 28.04 19.23
C 3.82 28.67 19.07
N 5.38 30.24 20.09
O 5.62 30.88 18.85
H 6.49 32.87 20.63
H 4.92 32.50 21.09
H 6.25 32.59 22.31
H 8.26 30.92 21.75
H 8.04 29.49 20.74
H 8.10 31.09 20.03
H 6.56 30.27 23.22
H 4.88 30.49 22.84
H 6.64 28.01 22.33
H 5.33 28.12 23.35
H 3.77 28.38 21.51
H 4.92 27.07 21.04
H 6.04 27.33 18.45
H 6.81 27.57 20.08
H 7.06 28.71 18.84
H 3.90 28.97 18.03
H 2.97 29.23 19.46
H 3.52 27.62 19.11
H 5.04 31.64 18.87
```

Atomic partial charges in e from the Mulliken method, atoms 1 to 4:
1 C -1.621
2 C 2.286
3 C -2.093
4 C -1.373



# C3H7OP

A cluster of 2 separate species, C3H7OP in total in a non-equilibrium geometry (the ωB97M-V functional and the def2-TZVPD basis, OMol25).

The SMILES is O=CP.C=C. The HOMO-LUMO gap comes out at 9.78 eV. Its net charge is 0. The electronic energy comes out at -14557.896 eV. The relative energy (zero: lowest compared OMol25 entry of this formula, charge and spin) is 224.2 kJ/mol.

```
12
C3H7OP the ωB97M-V functional and the def2-TZVPD basis
O 1.78 -1.92 -0.73
C 1.86 -0.74 -0.76
P 2.98 0.31 0.25
H 1.34 -0.14 -1.67
H 2.37 0.06 1.58
H 3.79 -0.85 0.53
C -2.07 0.68 -0.53
C -1.59 -0.17 0.29
H -2.98 1.20 -0.28
H -1.80 0.66 -1.56
H -2.01 -0.13 1.30
H -0.90 -1.00 0.04
```

Atomic partial charges in e from the natural (NBO) method, atoms 1 to 4:
1 O -0.493
2 C 0.174
3 P 0.182
4 H 0.105



# C4H11NSi2

A cluster of 2 separate species, C4H11NSi2 in total in a non-equilibrium geometry (the ωB97M-V functional and the def2-TZVPD basis, OMol25).

The HOMO-LUMO gap (alpha / beta) comes out at 5.46 / 8.74 eV. Its net charge is 0. The electronic energy comes out at -21565.469 eV. The relative energy (zero: lowest compared OMol25 entry of this formula, charge and spin) is 496.6 kJ/mol.

```
18
C4H11NSi2 the ωB97M-V functional and the def2-TZVPD basis
C -2.39 -1.04 -2.43
C -0.24 -1.68 2.13
C -1.19 -0.71 -2.09
C -0.86 -1.87 0.97
N 1.95 0.69 1.26
Si 1.89 2.10 0.40
Si -0.05 -1.19 -0.62
H -2.93 -0.40 -3.15
H -2.93 -1.81 -2.02
H -0.64 -1.94 3.13
H 0.65 -1.30 2.29
H -0.56 0.13 -2.58
H -1.88 -2.43 0.89
H 1.58 0.62 2.20
H 0.47 2.50 -0.05
H 2.74 1.67 -0.71
H 2.64 3.17 1.26
H 1.37 -1.54 -0.87
```

Atomic partial charges in e from the natural (NBO) method, atoms 1 to 4:
1 C -0.334
2 C -0.300
3 C -0.663
4 C -0.686



# C42H49BCl2F7N2O27PS

A cluster of 8 separate species, C42H49BCl2F7N2O27PS in total in a non-equilibrium geometry (the ωB97M-V functional and the def2-TZVPD basis, OMol25).

The SMILES is COB(O)c1c(CCCCl)c(COCOCCO)cc2c1N(CN)c1ccc(P(O)Cl)cc1S2.O=C1OC[C@@H](F)O1.O=C1OC[C@@H](F)O1.O=C1OC[C@@H](F)O1.O=C1OC[C@@H](F)O1.O=C1OC[C@@H](F)O1.O=C1OC[C@@H](F)O1.O=C1OC[C@@H](F)O1. The HOMO-LUMO gap comes out at 7.05 eV. Its net charge is 0. The electronic energy comes out at -167459.949 eV.

```
132
C42H49BCl2F7N2O27PS the ωB97M-V functional and the def2-TZVPD basis
C -0.73 4.36 0.43
O -1.66 3.22 0.48
B -0.95 1.96 0.16
O -0.21 1.28 1.25
C -0.98 1.30 -1.34
C -2.42 0.94 -2.05
C -3.86 1.29 -1.27
C -4.15 0.13 -0.14
C -5.30 0.73 0.90
Cl -4.61 2.09 2.01
C -2.47 0.22 -3.53
C -3.87 -0.20 -4.28
O -3.64 -1.56 -4.87
C -3.53 -2.58 -3.81
O -2.14 -3.10 -3.63
C -2.16 -4.41 -2.95
C -2.43 -4.27 -1.31
O -1.37 -5.00 -0.54
C -1.06 -0.07 -4.31
C 0.38 0.30 -3.59
C 0.47 0.98 -2.09
N 1.74 1.33 -1.34
C 2.22 2.74 -1.63
N 3.72 2.94 -1.55
C 2.83 0.29 -1.51
C 3.81 -0.14 -0.22
C 4.99 -1.31 -0.40
C 5.26 -2.13 -1.81
P 6.55 -3.51 -2.08
O 6.38 -3.99 -3.78
Cl 8.55 -2.81 -1.84
C 4.31 -1.68 -3.10
C 3.15 -0.53 -2.92
S 2.06 -0.07 -4.42
H -1.37 5.33 0.66
H -0.29 4.42 -0.67
H 0.15 4.19 1.19
H -0.46 0.29 1.17
H -4.72 1.36 -2.08
H -3.79 2.38 -0.80
H -4.53 -0.88 -0.60
H -3.15 -0.11 0.43
H -6.20 1.24 0.32
H -5.73 -0.14 1.57
H -4.13 0.61 -5.08
H -4.78 -0.30 -3.52
H -4.15 -3.53 -4.20
H -3.92 -2.26 -2.76
H -1.09 -4.92 -3.04
H -2.92 -5.17 -3.43
H -3.45 -4.79 -1.02
H -2.42 -3.15 -0.94
H -1.69 -5.13 0.41
H -1.14 -0.55 -5.40
H 1.74 3.43 -0.78
H 1.87 3.17 -2.67
H 4.23 2.55 -2.37
H 4.12 2.64 -0.63
H 3.65 0.41 0.81
H 5.63 -1.54 0.55
H 5.45 -4.36 -3.94
H 4.46 -2.20 -4.15
O 4.01 -8.31 -5.96
C 4.43 -7.30 -6.51
O 5.05 -7.29 -7.73
C 5.25 -5.93 -8.06
C 5.25 -5.27 -6.73
F 4.75 -4.01 -6.81
O 4.35 -6.05 -5.98
H 4.44 -5.59 -8.71
H 6.20 -5.80 -8.59
H 6.22 -5.25 -6.23
O -3.04 3.50 -4.77
C -2.14 3.61 -5.59
O -1.36 2.58 -6.02
C -0.54 3.09 -7.05
C -0.51 4.55 -6.74
F -0.41 5.28 -7.88
O -1.78 4.79 -6.18
H -0.99 2.87 -8.02
H 0.46 2.65 -7.02
H 0.26 4.85 -6.03
O -4.84 -8.93 -1.80
C -3.94 -8.82 -2.62
O -3.16 -9.85 -3.05
C -2.34 -9.34 -4.08
C -2.31 -7.88 -3.77
F -2.21 -7.15 -4.91
O -3.58 -7.64 -3.21
H -2.79 -9.56 -5.05
H -1.34 -9.79 -4.05
H -1.54 -7.58 -3.06
O -0.26 8.70 1.37
C -0.70 8.19 2.39
O -1.00 6.86 2.50
C -1.36 6.65 3.86
C -1.78 8.01 4.30
F -1.50 8.20 5.60
O -0.96 8.87 3.54
H -0.48 6.28 4.40
H -2.16 5.91 3.94
H -2.83 8.24 4.10
O -2.41 -5.84 2.21
C -1.49 -5.45 2.91
O -1.39 -5.69 4.25
C -0.13 -5.19 4.66
C 0.16 -4.17 3.61
F 1.50 -4.08 3.39
O -0.44 -4.71 2.45
H 0.60 -6.01 4.68
H -0.19 -4.75 5.66
H -0.25 -3.18 3.82
O -0.59 5.55 5.88
C -0.79 5.43 7.08
O -0.15 6.14 8.04
C -0.76 5.80 9.27
C -1.36 4.47 8.98
F -2.49 4.28 9.68
O -1.69 4.55 7.61
H -1.51 6.56 9.52
H -0.03 5.76 10.08
H -0.67 3.63 9.13
O 0.90 5.62 11.58
C 2.08 5.32 11.57
O 2.92 5.55 10.51
C 4.21 5.18 10.94
C 3.93 4.22 12.04
F 4.89 4.27 12.99
O 2.72 4.70 12.60
H 4.75 6.07 11.29
H 4.78 4.72 10.13
H 3.79 3.18 11.71
```

Atomic partial charges in e from the Mulliken method, atoms 1 to 4:
1 C -0.425
2 O -0.603
3 B 0.995
4 O -0.545



# C15H40F6N5O5P

A cluster of 6 separate species, C15H40F6N5O5P in total in a non-equilibrium geometry (the ωB97M-V functional and the def2-TZVPD basis, OMol25).

The HOMO-LUMO gap comes out at 10.76 eV. Its net charge is +4. The electronic energy comes out at -59453.319 eV. The relative energy (zero: lowest compared OMol25 entry of this formula, charge and spin) is 0.0 kJ/mol.

```
72
C15H40F6N5O5P the ωB97M-V functional and the def2-TZVPD basis
C 3.32 -1.91 1.41
C 3.18 -2.87 2.56
O 4.06 -3.43 3.10
N 1.75 -2.98 3.18
H 1.69 -2.42 4.03
H 1.09 -2.56 2.51
C 1.50 -4.44 3.46
H 2.91 -0.94 1.71
H 2.78 -2.32 0.55
H 4.37 -1.87 1.14
H 0.45 -4.70 3.56
H 1.95 -4.66 4.42
H 1.97 -5.03 2.68
C 3.41 3.72 0.16
C 2.76 3.39 1.48
O 3.17 3.69 2.53
N 1.37 2.72 1.41
H 1.21 2.27 0.51
H 1.48 1.98 2.11
C 0.32 3.72 1.80
H 3.04 3.02 -0.60
H 4.48 3.62 0.29
H 3.13 4.73 -0.15
H 0.61 4.17 2.75
H -0.59 3.16 1.98
H 0.18 4.46 1.01
C -3.36 -1.85 3.92
C -2.33 -2.85 3.50
O -1.19 -2.89 3.84
N -2.78 -3.92 2.51
H -3.61 -3.66 1.96
H -2.06 -3.84 1.77
C -2.84 -5.32 3.05
H -2.90 -0.93 4.25
H -4.02 -2.25 4.68
H -4.00 -1.67 3.05
H -3.03 -5.97 2.20
H -3.62 -5.37 3.81
H -1.93 -5.59 3.58
C 1.44 0.97 -3.72
C 2.45 1.94 -4.26
O 3.47 2.22 -3.75
N 2.19 2.48 -5.67
H 2.76 2.01 -6.38
H 1.21 2.26 -5.86
C 2.38 4.00 -5.75
H 0.44 1.37 -3.57
H 1.81 0.54 -2.80
H 1.41 0.09 -4.37
H 1.89 4.29 -6.67
H 3.44 4.20 -5.82
H 1.93 4.43 -4.86
C -2.99 0.45 -3.69
C -4.04 0.68 -2.66
O -5.19 0.79 -2.86
N -3.52 0.77 -1.22
H -4.03 0.07 -0.69
H -2.54 0.46 -1.29
C -3.50 2.15 -0.66
H -2.17 1.17 -3.64
H -3.40 0.42 -4.70
H -2.56 -0.55 -3.54
H -2.91 2.15 0.25
H -4.53 2.44 -0.47
H -3.01 2.82 -1.35
P -0.05 -0.44 -0.23
F -0.52 0.49 -1.49
F 1.29 0.49 -0.16
F -0.86 0.52 0.79
F 0.46 -1.39 0.99
F -1.44 -1.29 -0.39
F 0.76 -1.41 -1.20
```

Atomic partial charges in e from the Mulliken method, atoms 1 to 4:
1 C -0.864
2 C 0.454
3 O -0.350
4 N 0.227